# 1
# C12H7Cl8GeN4O2RuSe3Te

A structure of composition C12H7Cl8GeN4O2RuSe3Te in a non-equilibrium geometry (ωB97M-V/def2-TZVPD, the Open Molecules 2025 dataset).

Its spin multiplicity is 5. Its net charge is -1. The value obtained for the HOMO-LUMO gap (alpha / beta) is 0.2503 / 0.1884 Eh. The calculation puts the LUMO energy (alpha / beta) at 1.6 / -0.4 eV. The energy above the lowest of the compared OMol25 structures with the same formula, charge and spin is 1.2 kcal per mole. As for the expectation value of S²: 6.031. The calculation puts the total energy at -385226.4625 eV. Its largest force on an atom is 0.025 hartree/bohr.

```
39
Properties=species:S:1:pos:R:3:lowdin_spin:R:1
Ru 0.20 -0.54 -0.05 0.97
Se -2.11 -0.81 -0.98 0.53
Se -3.14 -2.62 -0.20 0.61
Te -0.33 -4.88 -0.49 0.99
Se 0.69 -2.76 -0.88 0.65
Cl 0.34 1.07 3.18 0.00
C -0.15 2.02 1.80 0.00
C -0.22 1.48 0.49 0.01
C -0.69 2.41 -0.46 0.01
Cl -1.06 1.94 -2.10 0.01
C -1.01 3.75 -0.16 0.00
Cl -1.58 4.84 -1.38 0.00
C -0.89 4.22 1.13 0.00
Cl -1.30 5.85 1.52 0.00
C -0.47 3.34 2.12 0.00
Cl -0.38 3.92 3.75 0.00
C -2.46 -1.35 3.79 0.00
N -1.56 -2.40 3.32 0.00
C -1.44 -3.69 4.00 0.00
C -0.82 -2.17 2.25 0.01
O -0.85 -1.07 1.68 0.01
H -3.06 -1.74 4.61 0.00
H -3.11 -1.02 2.98 0.00
H -1.89 -0.48 4.14 0.00
H -2.25 -3.79 4.72 0.00
H -0.49 -3.78 4.53 0.00
H -1.52 -4.51 3.28 0.00
H -0.19 -2.99 1.91 0.01
O 1.22 0.29 -1.57 0.05
N 1.93 -0.44 -2.40 -0.01
C 2.67 0.31 -3.16 0.04
C 2.71 1.76 -3.04 0.00
N 2.80 2.90 -2.97 0.01
C 3.48 -0.35 -4.15 0.00
N 4.14 -0.85 -4.95 0.02
Cl 2.34 -1.92 3.03 0.00
Ge 2.36 -0.67 1.18 0.03
Cl 3.57 1.05 1.73 0.01
Cl 3.94 -1.75 0.08 0.02
```

---

# 2
# C12H7F3N3O6S2

A cluster of 2 separate species, C12H7F3N3O6S2 in total in a non-equilibrium geometry (ωB97M-V/def2-TZVPD, the Open Molecules 2025 dataset).

Its net charge is -1. The value obtained for the HOMO-LUMO gap is 0.2366 Eh. The calculation puts the LUMO energy at 1.8 eV. The energy above the lowest of the compared OMol25 structures with the same formula, charge and spin is 0.0 kcal per mole. The calculation puts the total energy at -59138.9871 eV. Its largest force on an atom is 0.061 hartree/bohr.

```
33
Properties=species:S:1:pos:R:3:lowdin_charge:R:1
F 0.57 -3.22 7.58 0.06
C 1.06 -2.67 6.43 -0.81
F 1.21 -1.34 6.61 0.09
F 2.29 -3.21 6.18 0.08
S -0.13 -3.06 5.11 1.10
N 0.41 -1.95 3.91 -0.42
C -0.22 -0.71 3.74 -0.46
O -1.02 -0.20 4.52 0.09
C 0.31 -0.20 2.46 -0.14
C 0.99 -1.16 1.74 -0.24
C 1.57 -0.91 0.51 -0.01
C 1.45 0.39 0.01 -0.03
C 0.76 1.39 0.72 -0.01
C 0.16 1.09 1.95 0.02
S 1.04 -2.76 2.50 0.69
O 2.39 -3.18 2.77 -0.26
O 0.05 -3.65 1.97 -0.27
H 2.10 -1.71 -0.02 0.13
H 1.89 0.60 -0.95 0.07
H 0.69 2.41 0.32 0.11
H -0.41 1.82 2.54 0.13
C 2.14 2.27 -2.16 -0.05
C 2.56 1.53 -3.32 -0.51
O 3.48 0.70 -3.37 -0.03
N 1.85 1.80 -4.51 0.17
C 0.88 2.77 -4.72 -0.52
O 0.25 2.91 -5.76 0.03
N 0.74 3.59 -3.60 0.17
C 1.32 3.42 -2.33 -0.51
O 1.10 4.29 -1.47 -0.04
H 2.83 2.29 -1.33 0.11
H 2.03 1.21 -5.31 0.14
H 0.07 4.34 -3.71 0.14
```

---

# 3
# C12H7F3O5S

The molecule C12H7F3O5S in a non-equilibrium geometry (ωB97M-V/def2-TZVPD, the Open Molecules 2025 dataset).

The value obtained for the HOMO-LUMO gap is 0.2857 Eh. The calculation puts the LUMO energy at -0.9 eV. The energy above the lowest of the compared OMol25 structures with the same formula, charge and spin is 14.2 kcal per mole. The SMILES is O=Cc1c(O)ccc2ccc(OS(=O)(=O)C(F)(F)F)cc12. The calculation puts the total energy at -41779.3450 eV. Its largest force on an atom is 0.119 hartree/bohr.

```
28
Properties=species:S:1:pos:R:3:lowdin_charge:R:1
O -2.77 2.45 -1.90 0.05
O 1.24 -4.61 0.71 -0.22
O 1.47 -3.05 -0.98 -0.23
F -1.96 -4.69 0.11 0.10
F -1.63 -3.48 -1.64 0.09
F -0.48 -5.53 -1.61 0.08
O -0.91 4.42 -1.33 0.07
O -0.13 -2.54 1.04 -0.13
C -2.13 1.69 -1.22 -0.17
C 1.40 -0.88 1.56 -0.02
C 0.81 3.67 0.08 0.03
C 0.26 -1.26 0.93 -0.35
C -0.31 3.37 -0.67 -0.20
C 1.86 0.44 1.57 0.02
C 1.49 2.69 0.87 0.01
C -0.41 -0.28 0.13 0.08
C -0.83 2.02 -0.59 -0.06
C 1.09 1.39 0.86 -0.19
C -0.08 1.10 0.10 -0.12
C -0.97 -4.41 -0.83 -0.44
S 0.51 -3.66 -0.05 0.78
H -1.76 4.09 -1.73 0.10
H -2.68 0.83 -1.00 0.10
H 1.99 -1.54 2.20 0.13
H 1.19 4.58 0.19 0.07
H 2.76 0.84 2.08 0.13
H 2.35 3.06 1.44 0.13
H -1.38 -0.70 -0.31 0.14
```

---

# 4
# C12H8F6IrN2O5S3

A structure of composition C12H8F6IrN2O5S3 (ωB97M-V/def2-TZVPD, the Open Molecules 2025 dataset).

Its spin multiplicity is 6. The value obtained for the HOMO-LUMO gap (alpha / beta) is 0.2796 / 0.2410 Eh. The calculation puts the LUMO energy (alpha / beta) at -1.1 / -3.5 eV. The energy above the lowest of the compared OMol25 structures with the same formula, charge and spin is 0.0 kcal per mole. As for the expectation value of S²: 8.798. The calculation puts the total energy at -77435.5268 eV. Its largest force on an atom is 0.011 hartree/bohr.

```
37
Properties=species:S:1:pos:R:3:lowdin_spin:R:1
Ir 0.26 0.98 -0.36 2.62
F 0.05 5.26 1.85 0.00
C 0.25 5.79 0.64 0.00
F -0.42 6.93 0.55 0.00
F 1.54 6.02 0.48 0.00
S -0.32 4.62 -0.67 0.01
O 0.47 3.42 -0.43 0.08
O -0.13 5.32 -1.89 0.01
N -1.84 4.48 -0.30 0.00
S -2.58 3.17 0.11 0.01
O -3.98 3.26 -0.12 0.00
O -1.92 1.94 -0.34 0.08
C -2.39 3.04 1.93 0.00
F -2.77 4.16 2.53 0.00
F -1.12 2.79 2.24 0.01
F -3.14 2.03 2.38 0.00
C 3.60 -1.34 -0.23 0.01
C 2.46 -2.31 -0.31 0.02
C 2.78 -3.69 -0.34 -0.01
C 1.78 -4.62 -0.41 0.02
C 0.44 -4.18 -0.46 0.00
C -0.63 -5.10 -0.54 0.15
C -1.93 -4.66 -0.59 0.00
C -2.19 -3.29 -0.56 0.14
C -1.17 -2.34 -0.49 0.07
S -1.69 -0.72 -0.48 0.63
C 0.21 -2.79 -0.43 0.04
N 1.21 -1.89 -0.36 0.04
H 4.54 -1.89 -0.19 0.00
H 3.53 -0.68 0.66 0.00
H 3.63 -0.65 -1.07 0.00
H 3.81 -4.00 -0.30 0.00
H 2.00 -5.68 -0.43 0.00
H -0.41 -6.16 -0.56 0.01
H -2.75 -5.37 -0.64 0.00
H -3.21 -2.93 -0.60 0.00
O 2.01 1.08 -0.25 1.05
```

---

# 5
# C12H8N2

The molecule C12H8N2 in a non-equilibrium geometry (ωB97M-V/def2-TZVPD, the Open Molecules 2025 dataset).

The value obtained for the HOMO-LUMO gap is 0.3411 Eh. The calculation puts the LUMO energy at 0.3 eV. The energy above the lowest of the compared OMol25 structures with the same formula, charge and spin is 38.7 kcal per mole. The SMILES is c1cnc2ccc3ncccc3c2c1. The calculation puts the total energy at -15552.9135 eV. Its largest force on an atom is 0.092 hartree/bohr.

```
22
Properties=species:S:1:pos:R:3:lowdin_charge:R:1
C -2.84 -1.31 0.01 -0.07
C -3.45 -0.05 -0.15 -0.14
C -1.38 1.00 0.02 -0.17
C -0.65 2.31 -0.02 0.00
C 0.65 2.23 -0.01 -0.03
C 1.33 0.96 0.11 -0.22
C 3.41 0.04 0.03 -0.16
C 2.92 -1.32 -0.25 -0.01
C 1.51 -1.36 -0.12 0.00
C 0.67 -0.22 0.09 -0.13
C -0.75 -0.21 0.15 -0.15
C -1.49 -1.39 0.19 -0.04
H -3.29 -2.36 0.06 0.13
H -4.47 0.12 -0.09 0.08
H -1.31 3.14 -0.03 0.10
H 1.22 3.13 -0.15 0.11
H 4.47 0.20 0.10 0.10
H 3.44 -2.29 -0.38 0.10
H 1.07 -2.38 -0.03 0.10
H -0.98 -2.44 0.51 0.16
N -2.76 1.09 -0.13 0.11
N 2.69 1.10 0.10 0.11
```

---

Question: Among the records above, which one has the highest total energy?
Answer: C12H8N2